(1)
Molecular formula: C13H13NO2
Method: DFT, the ωB97M-V functional and the def2-TZVPD basis

Structure (XYZ):
```
29
C13H13NO2 (the ωB97M-V functional and the def2-TZVPD basis)
C -0.3947 2.6907 0.4858
C -0.6745 2.2643 -0.9192
C -1.3107 -0.0249 -0.5634
C -2.6118 0.2643 -0.1457
C -3.4022 -0.7288 0.4618
C -2.9188 -2.0107 0.6359
C -1.6434 -2.3014 0.1675
C -0.8393 -1.3334 -0.4120
C 1.5223 -1.1681 -0.3132
C 2.7070 -1.3824 -1.0121
C 3.8535 -0.7845 -0.4816
C 3.7610 -0.0125 0.6809
C 1.5277 -0.4176 0.8754
H -1.0159 2.1354 1.2160
H -0.6386 3.7625 0.5603
H 0.6689 2.4798 0.7414
H -1.6899 2.5505 -1.2121
H 0.0341 2.6774 -1.6093
H -3.0631 1.2469 -0.2706
H -4.3926 -0.4755 0.8242
H -3.5632 -2.7814 1.0578
H -1.2649 -3.2989 0.1517
H 2.6687 -1.9316 -1.9288
H 4.8129 -0.8573 -0.9654
H 4.6619 0.4473 1.1250
H 0.5943 -0.2796 1.4224
N 2.6378 0.1394 1.3761
O -0.4329 0.8645 -1.1062
O 0.4063 -1.7346 -0.8426
```

Results
E_LUMO = 0.9 eV
Relative energy (zero: lowest compared OMol25 entry of this formula, charge and spin) = 77.0 kJ/mol
SMILES string = CCOc1ccccc1Oc1cccnc1
HOMO level = -8.552 eV

---

(2)
Molecular formula: H28O14
Method: DFT, the ωB97M-V functional and the def2-TZVPD basis

Structure (XYZ):
```
42
H28O14 (the ωB97M-V functional and the def2-TZVPD basis)
O 0.5913 -3.2419 -8.6363
H 0.6018 -2.4010 -9.1159
H 1.0455 -3.0269 -7.8596
O 2.7996 -4.5655 -7.4086
H 3.2969 -5.3025 -7.1026
H 3.0652 -4.4267 -8.3134
O 5.3646 -6.5814 -4.2231
H 4.6164 -6.1495 -3.7743
H 5.2870 -7.5390 -4.1391
O 5.0948 -4.1800 -2.6361
H 4.7091 -4.7674 -1.9813
H 5.9426 -3.9436 -2.2408
O 4.1281 -2.3417 -1.0546
H 3.4302 -3.0033 -0.9988
H 4.3858 -2.6886 -1.8897
O 1.9898 -0.9560 -6.2065
H 2.7564 -1.4394 -6.5795
H 1.5457 -1.5757 -5.6605
O 4.3897 -2.0859 -7.2034
H 4.2127 -2.9852 -7.1388
H 4.0731 -1.9244 -8.1058
O 0.3921 -5.4541 -6.7308
H 0.9576 -5.0579 -7.4099
H -0.4132 -5.6632 -7.1313
O 5.6676 -4.4049 -5.6898
H 5.7089 -5.0775 -4.9850
H 6.2482 -4.6128 -6.3454
O -0.0112 -2.8947 -5.6833
H -0.2846 -3.7594 -5.8657
H -0.7853 -2.3241 -5.7786
O 2.3240 -1.5681 -3.2297
H 2.8365 -1.7093 -2.4427
H 2.5864 -2.2465 -3.8293
O 2.9306 -3.7731 -4.7803
H 2.7475 -4.0465 -5.6626
H 3.8296 -3.6383 -4.6202
O 1.1405 -6.1069 -4.0881
H 1.6051 -5.2592 -3.9990
H 0.8741 -6.0210 -5.0151
O 7.0766 -2.0707 -5.4420
H 7.7071 -2.7631 -5.2269
H 6.2454 -2.5896 -5.4939
```

Results
E_LUMO = -0.4 eV
Relative energy (zero: lowest compared OMol25 entry of this formula, charge and spin) = 228.7 kJ/mol
HOMO level = -9.909 eV

---

(3)
Molecular formula: C54H46AlGeO5P2
Method: DFT, the ωB97M-V functional and the def2-TZVPD basis

Structure (XYZ):
```
109
C54H46AlGeO5P2 (the ωB97M-V functional and the def2-TZVPD basis)
Al -0.3826 0.2809 0.1327
O 3.0088 1.5689 1.6468
C 2.2246 1.2754 0.7923
O 1.0782 0.6412 1.0210
C 2.4645 1.5797 -0.6855
P 0.8702 1.6494 -1.5997
C 1.4495 1.5973 -3.3232
C 1.2317 0.4595 -4.0941
C 1.7265 0.3885 -5.3873
C 2.4405 1.4526 -5.9154
C 2.6769 2.5827 -5.1428
C 2.1897 2.6562 -3.8490
C 0.3228 3.3646 -1.2876
C -0.1953 4.1728 -2.2997
C -0.6790 5.4378 -2.0057
C -0.6648 5.9036 -0.6990
C -0.1460 5.1089 0.3111
C 0.3437 3.8451 0.0231
H 3.0580 0.7609 -1.1038
H 3.0469 2.4927 -0.7941
H 0.6687 -0.3693 -3.6823
H 1.5530 -0.4978 -5.9838
H 2.8223 1.4013 -6.9265
H 3.2476 3.4085 -5.5468
H 2.3867 3.5336 -3.2462
H -0.2003 3.8203 -3.3208
H -1.0594 6.0630 -2.8034
H -1.0564 6.8858 -0.4701
H -0.1156 5.4749 1.3288
H 0.7534 3.2421 0.8237
O -1.3191 -0.6316 1.5082
C -1.9072 0.4811 1.7145
O -1.6238 1.4291 0.8961
C -2.8069 0.7338 2.8659
C -1.9504 1.3205 4.0196
Ge -1.1884 -0.0630 5.2637
C -2.4365 -1.5843 5.2704
C -2.0389 -2.8958 5.0276
C -2.9602 -3.9340 5.0785
C -4.2892 -3.6708 5.3752
C -4.6967 -2.3682 5.6313
C -3.7739 -1.3347 5.5809
C -1.2106 0.7037 7.0771
C -0.9086 -0.1381 8.1480
C -0.9356 0.3326 9.4512
C -1.2699 1.6564 9.7022
C -1.5714 2.5046 8.6478
C -1.5392 2.0297 7.3436
C 0.6426 -0.5925 4.7918
C 0.9280 -1.5138 3.7865
C 2.2382 -1.8886 3.5298
C 3.2798 -1.3356 4.2592
C 3.0088 -0.4054 5.2510
C 1.6968 -0.0463 5.5220
H -3.2832 -0.1913 3.1871
H -3.5635 1.4485 2.5430
H -2.5846 1.9810 4.6099
H -1.1416 1.9307 3.6134
H -0.9991 -3.1099 4.8066
H -2.6389 -4.9514 4.8931
H -5.0058 -4.4809 5.4207
H -5.7298 -2.1596 5.8799
H -4.0917 -0.3194 5.8012
H -0.6527 -1.1753 7.9559
H -0.6984 -0.3312 10.2729
H -1.2955 2.0261 10.7191
H -1.8318 3.5375 8.8416
H -1.7672 2.7087 6.5297
H 0.1220 -1.9410 3.2003
H 2.4516 -2.6160 2.7545
H 4.3015 -1.6315 4.0595
H 3.8178 0.0413 5.8144
H 1.4851 0.6660 6.3119
C -6.3473 0.5473 0.2219
C -5.5449 -0.4050 0.8348
C -4.3052 -0.7124 0.3008
C -3.8519 -0.0664 -0.8526
C -4.6607 0.8853 -1.4638
C -5.9045 1.1862 -0.9254
P -2.1912 -0.5649 -1.4406
C -2.4668 -2.3660 -1.5649
C -1.6584 -3.2952 -0.9193
C -1.9174 -4.6544 -1.0363
C -2.9917 -5.0878 -1.7940
C -3.8258 -4.1662 -2.4154
C -3.5722 -2.8120 -2.2955
C -2.1067 0.0004 -3.1692
C -2.1185 1.3795 -3.3842
C -2.0945 1.8892 -4.6730
C -2.0263 1.0261 -5.7562
C -1.9767 -0.3437 -5.5476
C -2.0172 -0.8600 -4.2609
H -7.3210 0.7822 0.6308
H -5.8886 -0.9145 1.7260
H -3.6922 -1.4757 0.7672
H -4.3438 1.3827 -2.3684
H -6.5322 1.9219 -1.4110
H -0.8544 -2.9539 -0.2872
H -1.2887 -5.3711 -0.5248
H -3.1905 -6.1472 -1.8878
H -4.6812 -4.5015 -2.9869
H -4.2310 -2.0887 -2.7600
H -2.1678 2.0503 -2.5331
H -2.1362 2.9591 -4.8329
H -2.0082 1.4222 -6.7631
H -1.9180 -1.0181 -6.3922
H -1.9732 -1.9301 -4.1149
O 1.8698 -1.9602 -0.3812
C 0.9112 -1.3851 -0.4354
```

Results
E_LUMO = -2.8 eV
Total charge = +1
HOMO level = -10.706 eV

---

(4)
Molecular formula: C20H24BrNOP2V
Method: DFT, the ωB97M-V functional and the def2-TZVPD basis

Structure (XYZ):
```
50
C20H24BrNOP2V (the ωB97M-V functional and the def2-TZVPD basis)
C -1.9100 2.8619 -2.3347
C -1.6446 1.6151 -1.7656
C -0.2590 1.2207 -1.6963
C 0.7392 2.2357 -1.6465
C 0.4219 3.5509 -2.0412
C -0.8641 3.8046 -2.4765
C 1.9691 1.8971 -0.9859
C 2.3767 0.5215 -1.1645
C 1.3406 -0.4594 -1.1909
C 1.7045 -1.8751 -1.0661
C 3.0474 -2.1808 -1.3274
C 4.0460 -1.1748 -1.3980
C 3.7406 0.1403 -1.2486
H -2.9231 3.1217 -2.7366
H 1.1819 4.3359 -2.0082
H -1.0657 4.7325 -3.0049
H 2.6420 2.6579 -0.4951
H 3.3758 -3.2318 -1.5087
H 5.0632 -1.4590 -1.6354
H 4.5153 0.8961 -1.1779
N 0.0093 -0.1152 -1.4916
V 0.8456 0.2394 0.8779
C -2.6116 0.7346 -1.0731
H -2.6530 -0.2766 -1.4897
H -3.5947 1.2099 -1.1044
C 0.6517 -2.8075 -0.5458
H -0.2427 -2.7678 -1.2043
H 1.0781 -3.8215 -0.5100
P -1.9182 0.6447 0.7012
P 0.2329 -2.1802 1.1582
C 1.4326 -3.1014 2.2238
H 1.2433 -2.8195 3.2656
H 1.2718 -4.1875 2.1125
H 2.4604 -2.8431 1.9497
C -1.3011 -3.0788 1.5000
H -1.0931 -4.1491 1.7619
H -1.7933 -2.5777 2.3657
H -1.9655 -3.0307 0.6037
C -2.2434 2.3559 1.2699
H -3.3050 2.6209 1.1549
H -1.9496 2.4406 2.3254
H -1.6227 3.0557 0.6922
C -3.2695 -0.2482 1.5269
H -2.9921 -0.3923 2.5834
H -4.2323 0.2970 1.4891
H -3.4170 -1.2543 1.1034
C 0.0703 0.6542 2.6772
O -0.3510 0.6661 3.7779
H 0.8724 1.5056 1.0455
Br 2.8899 0.0157 2.1620
```

Results
E_LUMO (alpha / beta) = -9.0 / -8.7 eV
<S²> = 0.7820
Multiplicity = 2
Total charge = +2
HOMO level (alpha / beta) = -14.683 / -14.670 eV

---

| no. | E (eV) |
| --- | --- |
| 1 | -19276.109 |
| 2 | -29119.282 |
| 3 | -148672.905 |
| 4 | -138957.088 |